{"formula": "C41H47F5N2O5", "method": "the ωB97M-V functional and the def2-TZVPD basis", "relative_energy_kcal_mol": 148.2, "gap_ev": 8.7481, "spin_multiplicity": 1, "max_force_ha_per_bohr": 0.164, "lumo_ev": -0.5, "symbols": ["C", "O", "C", "C", "C", "C", "C", "N", "C", "C", "C", "O", "C", "O", "C", "O", "N", "O", "H", "H", "H", "H", "H", "H", "H", "H", "H", "H", "H", "H", "H", "H", "H", "H", "H", "H", "H", "H", "H", "H", "F", "C", "C", "C", "C", "C", "C", "H", "H", "H", "H", "H", "F", "C", "C", "C", "C", "C", "C", "H", "H", "H", "H", "H", "F", "C", "C", "C", "C", "C", "C", "H", "H", "H", "H", "H", "F", "C", "C", "C", "C", "C", "C", "H", "H", "H", "H", "H", "F", "C", "C", "C", "C", "C", "C", "H", "H", "H", "H", "H"], "positions_angstrom": [[3.597, 0.168, -0.973], [3.768, 1.537, -1.487], [2.510, 2.330, -1.327], [2.886, 3.608, -0.371], [1.599, 4.326, 0.359], [0.412, 4.815, -0.659], [-0.815, 3.750, -0.866], [-1.304, 3.075, 0.396], [-0.692, 1.682, 0.573], [-2.786, 2.765, 0.098], [-3.193, 1.647, -1.075], [-3.815, 3.368, 0.710], [2.013, 2.727, -2.839], [2.872, 2.144, -3.923], [2.257, 2.735, -5.158], [2.253, 1.773, -6.299], [0.970, 1.289, -6.274], [0.317, 1.811, -7.193], [3.315, 0.130, 0.185], [4.640, -0.409, -1.042], [2.849, -0.496, -1.623], [1.731, 1.583, -0.848], [3.578, 3.179, 0.502], [3.564, 4.377, -0.977], [2.027, 5.317, 0.869], [1.122, 3.705, 1.234], [0.880, 5.171, -1.685], [-0.067, 5.796, -0.178], [-1.739, 4.385, -1.279], [-0.625, 2.912, -1.660], [-0.510, 1.113, -0.434], [-1.444, 1.002, 1.199], [0.317, 1.680, 1.166], [-4.324, 1.769, -1.432], [-2.465, 1.682, -2.004], [-3.082, 0.587, -0.570], [2.007, 3.886, -3.039], [0.951, 2.217, -2.995], [2.845, 3.707, -5.442], [1.134, 3.048, -5.002], [0.024, -1.114, -2.804], [-0.893, -2.057, -2.552], [-0.488, -3.377, -2.384], [-1.442, -4.359, -2.117], [-2.793, -4.011, -2.032], [-3.189, -2.685, -2.207], [-2.234, -1.701, -2.463], [0.564, -3.629, -2.462], [-1.135, -5.392, -1.976], [-3.537, -4.778, -1.828], [-4.241, -2.417, -2.145], [-2.524, -0.664, -2.593], [2.572, 2.740, 2.369], [2.326, 2.667, 3.683], [2.107, 1.425, 4.271], [1.856, 1.348, 5.640], [1.816, 2.516, 6.407], [2.032, 3.757, 5.807], [2.294, 3.833, 4.440], [2.133, 0.530, 3.658], [1.691, 0.382, 6.110], [1.616, 2.456, 7.474], [1.997, 4.665, 6.405], [2.474, 4.789, 3.959], [-3.381, -6.820, -2.182], [-4.543, -7.416, -1.884], [-4.539, -8.714, -1.386], [-5.749, -9.332, -1.070], [-6.952, -8.648, -1.267], [-6.945, -7.347, -1.773], [-5.735, -6.725, -2.077], [-3.596, -9.232, -1.247], [-5.757, -10.344, -0.673], [-7.895, -9.132, -1.025], [-7.883, -6.819, -1.929], [-5.711, -5.711, -2.463], [3.360, 6.491, 4.196], [3.035, 7.680, 4.720], [1.790, 7.848, 5.316], [1.453, 9.084, 5.866], [2.362, 10.143, 5.805], [3.607, 9.966, 5.201], [3.948, 8.727, 4.661], [1.093, 7.016, 5.346], [0.484, 9.224, 6.341], [2.097, 11.109, 6.231], [4.312, 10.793, 5.151], [4.916, 8.569, 4.196], [-1.684, -10.611, -0.553], [-0.697, -9.780, -0.913], [0.297, -9.459, 0.005], [1.327, -8.597, -0.372], [1.346, -8.057, -1.660], [0.341, -8.382, -2.573], [-0.683, -9.252, -2.200], [0.261, -9.881, 1.004], [2.113, -8.346, 0.336], [2.147, -7.382, -1.952], [0.356, -7.957, -3.574], [-1.467, -9.522, -2.899]], "forces_ev_per_angstrom": [[0.8, -1.3, 0.2], [-1.8, -1.1, 1.1], [1.0, -0.4, -0.2], [0.1, -0.7, 0.7], [0.1, 1.1, -0.2], [-0.1, 0.7, 0.7], [-0.5, 0.9, -1.3], [-1.8, -1.9, -1.2], [0.0, -1.3, 0.7], [-5.2, 2.4, 1.7], [0.2, -0.2, 0.4], [6.8, -3.5, -3.5], [-0.5, -0.5, -0.1], [-2.6, 1.9, -1.0], [0.3, 0.4, 0.8], [1.0, 1.9, 1.9], [-3.4, 1.7, -4.0], [2.3, -2.4, 3.4], [0.3, 0.3, -2.5], [-2.1, 1.6, 0.0], [1.3, 1.7, 1.4], [1.3, 1.9, -0.8], [-1.5, 0.9, -2.2], [-1.7, -1.6, 1.2], [-0.9, -2.2, -1.0], [1.0, 1.2, -2.1], [-1.1, -0.9, 2.0], [0.9, -2.2, -1.0], [2.0, -1.3, 0.8], [0.1, 1.6, 1.2], [-0.3, 1.1, 1.6], [1.6, 1.6, -1.2], [-1.9, 0.3, -1.2], [2.7, 0.0, 1.0], [-1.5, 0.0, 2.0], [-0.2, 2.1, -1.1], [-0.2, -2.2, 0.8], [2.0, 1.5, 0.3], [-0.9, -2.1, 0.2], [2.2, -0.7, 0.0], [0.2, 0.3, 0.0], [-0.8, -0.8, 0.2], [0.0, 0.0, 0.0], [-0.2, 0.4, 0.0], [-0.1, 0.1, 0.1], [0.4, -0.2, 0.0], [0.1, 0.1, 0.0], [-0.1, 0.1, 0.0], [0.0, 0.2, 0.0], [0.3, 0.4, 0.0], [0.2, 0.0, 0.0], [0.1, -0.1, 0.0], [0.3, -0.3, 0.1], [-0.2, -0.1, 1.5], [0.0, 0.0, -0.1], [0.0, 0.5, -0.1], [0.0, -0.1, 0.0], [0.0, -0.4, -0.2], [-0.1, 0.0, -0.3], [0.0, 0.1, 0.0], [0.0, 0.2, -0.1], [0.0, 0.0, -0.2], [0.0, -0.1, -0.1], [-0.1, -0.5, 0.1], [0.3, -0.2, -0.1], [-1.1, -0.6, 0.3], [0.1, 0.0, 0.0], [-0.1, 0.4, -0.2], [0.1, 0.0, 0.0], [0.3, -0.3, 0.1], [0.1, 0.1, 0.0], [-0.1, 0.1, 0.0], [0.1, 0.2, -0.1], [0.2, 0.1, -0.1], [0.2, -0.1, 0.0], [0.0, -0.1, 0.0], [0.3, 0.1, -0.1], [-0.3, 1.2, 0.5], [0.0, -0.1, 0.0], [0.4, 0.1, -0.2], [0.0, -0.1, 0.0], [-0.3, -0.3, 0.1], [0.0, -0.1, -0.1], [0.1, 0.0, 0.0], [0.2, -0.1, -0.1], [0.1, -0.2, -0.1], [-0.1, -0.2, 0.0], [-0.1, 0.0, 0.0], [-0.2, -0.2, 0.1], [0.9, 0.8, -0.3], [0.0, 0.0, 0.0], [-0.3, 0.0, -0.4], [0.0, 0.0, 0.1], [0.1, -0.1, 0.4], [-0.1, -0.1, 0.0], [0.0, 0.0, -0.1], [-0.2, -0.1, -0.1], [-0.2, -0.1, 0.0], [0.0, -0.1, 0.2], [0.0, 0.0, 0.1]]}